{"formula": "C23H32BrN6ORuSSi", "method": "ωB97M-V with the def2-TZVPD basis set", "species": ["H", "H", "Ru", "C", "N", "H", "H", "H", "H", "H", "H", "C", "H", "H", "Br", "H", "H", "C", "H", "H", "C", "H", "H", "C", "H", "H", "C", "H", "N", "N", "N", "C", "C", "H", "H", "C", "H", "H", "C", "C", "C", "H", "C", "C", "C", "C", "H", "N", "N", "C", "Si", "C", "H", "S", "C", "H", "C", "H", "C", "C", "C", "H", "H", "H", "O", "H"], "positions_angstrom": [[2.36, 0.97, -1.74], [-2.18, 1.53, -3.01], [-0.33, 0.80, -0.37], [0.45, 0.22, 2.17], [1.74, 1.37, -2.42], [2.66, -2.36, 4.52], [0.79, 2.82, -5.13], [-4.73, 4.86, -0.63], [-0.51, -0.64, 5.28], [-1.64, -4.15, -0.24], [-2.76, -0.21, 1.64], [-3.97, 4.09, -0.52], [-1.60, -4.01, -3.98], [-5.29, 2.46, -1.01], [0.03, 3.73, 0.49], [-3.48, 0.76, -0.79], [3.84, 0.86, -4.23], [-1.83, -0.17, 2.19], [3.53, 1.68, 3.16], [1.30, -4.17, -3.04], [0.89, 2.34, -4.17], [0.59, -5.02, -0.86], [1.64, -1.92, 5.92], [-3.29, 1.81, -0.61], [4.57, 0.77, 4.25], [-0.42, -2.68, -4.03], [-1.58, 2.34, -3.42], [3.51, 2.36, -5.10], [0.40, 1.49, -2.16], [-1.10, -3.26, -2.09], [-0.60, -1.06, -1.15], [-0.55, -0.41, 4.22], [-1.76, 3.43, -0.04], [1.00, 0.87, 6.59], [0.60, -4.97, -4.47], [-0.12, 2.07, -3.26], [4.14, 2.40, -3.45], [-1.82, 2.45, -4.48], [-1.44, -4.44, -1.27], [-0.73, -3.58, -3.50], [2.49, -1.62, 5.31], [3.97, 0.00, 2.79], [-0.29, -5.44, -1.36], [1.83, 1.25, 6.00], [3.47, 1.88, -4.13], [0.63, -0.04, 3.55], [-0.57, -6.37, -0.87], [-0.75, 0.17, 1.53], [-2.04, 2.15, -0.26], [0.39, -4.62, -3.46], [2.26, 0.09, 4.59], [-2.68, 4.44, -0.16], [2.71, 1.33, 6.64], [1.65, 0.59, 1.01], [-4.29, 2.76, -0.74], [-1.86, 3.28, -2.93], [2.07, 1.88, -3.61], [-2.34, -4.89, -1.70], [-1.76, -0.49, 3.57], [-0.82, -2.12, -1.58], [3.70, 0.69, 3.59], [1.59, 2.24, 5.63], [-2.66, -0.78, 4.09], [3.38, -1.59, 5.95], [0.00, -5.74, -2.71], [-2.39, 5.47, 0.03]], "homo_lumo_gap_ev": [4.76, 4.76], "fmax_ev_per_a": 2.7, "total_energy_ev": -126669.6636, "multiplicity": 1, "e_above_lowest_kj_mol": 106.87, "total_charge": 3}